# 1
ORCA calculation (ωB97M-V/def2-TZVPD) on 6 unconnected molecules or ions with the total composition C36H34F40O9 in a non-equilibrium geometry.

The calculation puts the gap between HOMO and LUMO at 8.3 eV. For the molar mass, the calculation gives 1370.6 g mol⁻¹. As for the SMILES: FC(F)C(F)(F)COC(F)(F)C(F)F.FC(F)C(F)(F)COC(F)(F)C(F)F.FC(F)C(F)(F)COC(F)(F)C(F)F.FC(F)C(F)(F)COC(F)(F)C(F)F.FC(F)C(F)(F)COC(F)(F)C(F)F.O=C1C=CC(=O)C(CCCO)=C1CCO.

Bonds (Å) are listed after each position.
Atoms and positions in Å:
1 O -7.601 0.081 1.917  C2 1.255
2 C -6.991 -0.473 0.971  O1 1.255, C3 1.589, C12 1.606
3 C -7.100 -2.036 0.704  C2 1.589, C4 1.407, H16 1.142
4 C -6.228 -2.618 -0.234  C3 1.407, C5 1.602, H17 1.147
5 C -5.111 -1.761 -0.998  C4 1.602, O6 1.256, C7 1.581
6 O -4.230 -2.361 -1.664  C5 1.256
7 C -5.177 -0.192 -0.813  C5 1.581, C8 1.618, C12 1.421
8 C -4.168 0.703 -1.706  C7 1.618, C9 1.630, H18 1.134, H19 1.151
9 C -3.049 1.258 -0.659  C8 1.630, C10 1.604, H20 1.152, H21 1.137
10 C -1.552 1.189 -1.233  C9 1.604, O11 1.469, H22 1.140, H23 1.152
11 O -0.834 0.144 -0.490  C10 1.469, H24 0.985
12 C -6.055 0.481 0.079  C2 1.606, C7 1.421, C13 1.585
13 C -6.140 2.051 0.277  C12 1.585, C14 1.611, H25 1.134, H26 1.150
14 C -7.577 2.683 -0.085  C13 1.611, O15 1.446, H27 1.155, H28 1.149
15 O -8.538 1.719 -0.573  C14 1.446, H29 0.978
16 H -7.887 -2.623 1.286  C3 1.142
17 H -6.278 -3.739 -0.471  C4 1.147
18 H -3.711 0.124 -2.568  C8 1.134
19 H -4.813 1.563 -2.118  C8 1.151
20 H -3.090 0.569 0.262  C9 1.152
21 H -3.264 2.314 -0.297  C9 1.137
22 H -1.495 0.999 -2.356  C10 1.140
23 H -1.037 2.173 -0.924  C10 1.152
24 H -0.617 0.540 0.385  O11 0.985
25 H -5.365 2.648 -0.297  C13 1.134
26 H -5.935 2.251 1.391  C13 1.150
27 H -7.442 3.463 -0.925  C14 1.155
28 H -7.948 3.288 0.819  C14 1.149
29 H -9.379 1.958 -0.134  O15 0.978
30 C 1.808 4.475 -5.362  C31 1.543, O37 1.436, H44 1.093, H45 1.093
31 C 2.505 3.744 -4.195  C30 1.543, C32 1.530, F35 1.354, F36 1.366
32 C 1.672 2.670 -3.491  C31 1.530, F33 1.345, F34 1.358, H46 1.094
33 F 0.554 3.164 -2.928  C32 1.345
34 F 2.386 2.105 -2.484  C32 1.358
35 F 2.968 4.660 -3.313  C31 1.354
36 F 3.611 3.132 -4.713  C31 1.366
37 O 1.217 5.752 -5.080  C30 1.436, C38 1.411
38 C -0.086 5.763 -4.540  O37 1.411, C39 1.532, F42 1.344, F43 1.354
39 C -0.133 6.346 -3.124  C38 1.532, F40 1.349, F41 1.356, H47 1.093
40 F 0.660 5.664 -2.273  C39 1.349
41 F -1.391 6.283 -2.620  C39 1.356
42 F -0.618 4.531 -4.619  C38 1.344
43 F -0.825 6.539 -5.368  C38 1.354
44 H 2.596 4.707 -6.083  C30 1.093
45 H 1.120 3.823 -5.907  C30 1.093
46 H 1.391 1.873 -4.186  C32 1.094
47 H 0.191 7.390 -3.123  C39 1.093
48 C -4.600 1.688 -7.960  C49 1.545, O55 1.435, H62 1.094, H63 1.093
49 C -3.254 1.064 -7.529  C48 1.545, C50 1.531, F53 1.355, F54 1.366
50 C -3.262 0.280 -6.214  C49 1.531, F51 1.345, F52 1.358, H64 1.094
51 F -3.598 1.037 -5.154  C50 1.345
52 F -2.021 -0.207 -5.953  C50 1.358
53 F -2.306 2.032 -7.512  C49 1.355
54 F -2.886 0.199 -8.519  C49 1.366
55 O -4.808 3.075 -7.657  C48 1.435, C56 1.411
56 C -5.290 3.398 -6.370  O55 1.411, C57 1.531, F60 1.346, F61 1.353
57 C -4.284 4.211 -5.551  C56 1.531, F58 1.348, F59 1.356, H65 1.093
58 F -3.115 3.556 -5.403  C57 1.348
59 F -4.759 4.449 -4.304  C57 1.356
60 F -5.696 2.277 -5.745  C56 1.346
61 F -6.407 4.136 -6.566  C56 1.353
62 H -4.606 1.657 -9.053  C48 1.094
63 H -5.456 1.077 -7.663  C48 1.093
64 H -3.948 -0.570 -6.268  C50 1.094
65 H -4.074 5.170 -6.032  C57 1.093
66 C 3.216 -1.266 1.899  C67 1.544, O73 1.436, H80 1.094, H81 1.093
67 C 3.977 -2.003 3.021  C66 1.544, C68 1.530, F71 1.357, F72 1.365
68 C 3.219 -3.141 3.707  C67 1.530, F69 1.346, F70 1.358, H82 1.091
69 F 2.093 -2.726 4.318  C68 1.346
70 F 3.989 -3.704 4.675  C68 1.358
71 F 4.416 -1.094 3.927  C67 1.357
72 F 5.097 -2.537 2.454  C67 1.365
73 O 2.571 -0.029 2.241  C66 1.436, C74 1.410
74 C 1.281 -0.099 2.806  O73 1.410, C75 1.532, F78 1.344, F79 1.356
75 C 1.234 0.428 4.244  C74 1.532, F76 1.349, F77 1.355, H83 1.093
76 F 2.075 -0.247 5.055  C75 1.349
77 F -0.008 0.289 4.766  C75 1.355
78 F 0.805 -1.350 2.686  C74 1.344
79 F 0.490 0.673 2.020  C74 1.356
80 H 3.974 -0.968 1.169  C66 1.094
81 H 2.547 -1.929 1.345  C66 1.093
82 H 2.960 -3.926 2.994  C68 1.091
83 H 1.510 1.486 4.278  C75 1.093
84 C 0.896 -8.863 2.871  C85 1.544, O91 1.436, H98 1.093, H99 1.093
85 C 1.169 -9.930 1.789  C84 1.544, C86 1.531, F89 1.354, F90 1.366
86 C 2.635 -10.308 1.567  C85 1.531, F87 1.345, F88 1.358, H100 1.094
87 F 3.390 -9.269 1.167  C86 1.345
88 F 2.734 -11.247 0.591  C86 1.358
89 F 0.588 -9.539 0.630  C85 1.354
90 F 0.508 -11.061 2.175  C85 1.366
91 O 0.710 -7.509 2.430  C84 1.436, C92 1.410
92 C 1.862 -6.724 2.220  O91 1.410, C93 1.532, F96 1.345, F97 1.356
93 C 2.040 -6.310 0.756  C92 1.532, F94 1.347, F95 1.357, H101 1.093
94 F 2.118 -7.378 -0.062  C93 1.347
95 F 3.189 -5.607 0.593  C93 1.357
96 F 2.935 -7.357 2.725  C92 1.345
97 F 1.698 -5.613 2.980  C92 1.356
98 H -0.068 -9.126 3.313  C84 1.093
99 H 1.605 -8.922 3.701  C84 1.093
100 H 3.074 -10.728 2.477  C86 1.094
101 H 1.203 -5.691 0.423  C93 1.093
102 C 6.076 1.005 5.661  C103 1.544, O109 1.436, H116 1.093, H117 1.093
103 C 7.125 0.372 6.601  C102 1.544, C104 1.531, F107 1.354, F108 1.365
104 C 7.108 0.853 8.054  C103 1.531, F105 1.345, F106 1.358, H118 1.094
105 F 7.349 2.171 8.173  C104 1.345
106 F 8.078 0.225 8.767  C104 1.358
107 F 8.354 0.525 6.054  C103 1.354
108 F 6.884 -0.972 6.611  C103 1.365
109 O 6.515 2.096 4.835  C102 1.436, C110 1.411
110 C 6.513 3.388 5.400  O109 1.411, C111 1.532, F114 1.346, F115 1.354
111 C 7.920 3.985 5.516  C110 1.532, F112 1.349, F113 1.355, H119 1.093
112 F 8.734 3.211 6.262  C111 1.349
113 F 7.878 5.200 6.116  C111 1.355
114 F 5.850 3.369 6.572  C110 1.346
115 F 5.770 4.156 4.569  C110 1.354
116 H 5.808 0.226 4.942  C102 1.093
117 H 5.140 1.237 6.175  C102 1.093
118 H 6.148 0.630 8.530  C104 1.094
119 H 8.374 4.099 4.529  C111 1.093



# 2
ORCA calculation (ωB97M-V/def2-TZVPD) on 2 unconnected molecules or ions with the total composition C2H7N2O2 in a non-equilibrium geometry.

The calculation puts the gap between HOMO and LUMO (alpha / beta) at 10.5 / 5.7 eV. As for the spin multiplicity: 2. For the molar mass, the calculation gives 91.1 g mol⁻¹.

Bonds (Å) are listed after each position.
Atoms and positions in Å:
1 N 0.974 0.928 -1.368  C2 1.461, H4 1.046, H5 1.118
2 C 0.004 1.307 -0.342  N1 1.461, N3 1.470, H6 1.141, H7 1.113
3 N 0.019 0.760 1.022  C2 1.470, H8 1.017, H9 0.979
4 H 1.812 0.459 -0.955  N1 1.046
5 H 0.548 0.070 -1.944  N1 1.118
6 H -1.036 1.073 -0.748  C2 1.141
7 H 0.196 2.403 -0.301  C2 1.113
8 H 0.969 0.414 1.132  N3 1.017
9 H -0.634 0.044 1.167  N3 0.979
10 O -0.673 -1.863 1.841  C11 1.209
11 C -0.728 -1.840 0.634  O10 1.209, O12 1.314, H13 1.074
12 O 0.217 -1.769 -0.277  C11 1.314
13 H -1.669 -1.987 0.138  C11 1.074



# 3
ORCA calculation (ωB97M-V/def2-TZVPD) on a gas-phase ion, C2H8N3 (charge +2) in a non-equilibrium geometry.

The calculation puts the gap between HOMO and LUMO (alpha / beta) at 12.2 / 7.0 eV. As for the charge: +2. As for the spin multiplicity: 2. For the molar mass, the calculation gives 74.1 g mol⁻¹.

Bonds (Å) are listed after each position.
Atoms and positions in Å:
1 C 1.544 1.160 -0.450  N2 1.416, H6 1.115, H7 1.099, H8 1.089
2 N 0.306 0.523 -0.711  C1 1.416, C3 1.417, H9 1.031
3 C -0.367 -0.369 0.161  N2 1.417, N4 1.318, N5 1.307
4 N -1.075 -1.353 -0.357  C3 1.318, H10 1.022, H11 1.015
5 N -0.521 0.042 1.392  C3 1.307, H12 1.029, H13 1.017
6 H 1.397 2.259 -0.569  C1 1.115
7 H 2.323 0.890 -1.176  C1 1.099
8 H 1.897 1.013 0.570  C1 1.089
9 H 0.060 0.411 -1.705  N2 1.031
10 H -0.766 -1.947 -1.129  N4 1.022
11 H -1.938 -1.611 0.111  N4 1.015
12 H -1.110 -0.315 2.156  N5 1.029
13 H -0.050 0.894 1.686  N5 1.017